(1)
{"formula": "C5H7NOS", "method": "ωB97M-V with the def2-TZVPD basis set", "lumo_ev": 0.7, "smiles": "C=CN1SCCC1=O", "e_homo_ev": -8.2, "species": ["C", "C", "N", "S", "C", "C", "C", "O", "H", "H", "H", "H", "H", "H", "H"], "xyz": [[-2.67, -0.52, 0.14], [-1.59, -1.22, -0.16], [-0.31, -0.58, -0.24], [1.09, -1.57, 0.05], [2.23, -0.14, -0.04], [1.39, 1.14, 0.04], [-0.08, 0.80, -0.14], [-0.90, 1.67, -0.05], [-3.66, -1.02, 0.16], [-2.69, 0.56, 0.33], [-1.52, -2.30, -0.29], [2.91, -0.29, 0.84], [2.76, -0.07, -1.00], [1.67, 1.89, -0.66], [1.37, 1.66, 1.01]]}

---

(2)
{"formula": "C5H7NOS", "method": "ωB97M-V with the def2-TZVPD basis set", "lumo_ev": -1.0, "e_homo_ev": -9.0, "species": ["C", "C", "C", "C", "C", "H", "H", "H", "H", "H", "H", "H", "N", "O", "S"], "xyz": [[0.39, -0.66, 0.45], [0.35, 0.82, 0.96], [-0.36, 1.04, -0.55], [0.51, -0.17, -0.98], [-1.25, -0.69, 0.50], [2.75, -1.96, -0.22], [1.28, 1.45, 1.20], [-0.28, 1.21, 1.82], [-0.55, 1.91, -1.13], [0.21, -0.80, -1.76], [1.50, 0.17, -1.25], [-2.49, 0.44, -1.05], [-1.52, 0.56, -0.19], [-1.99, -1.47, 0.91], [1.46, -1.86, 1.27]]}

---

(3)
{"formula": "C5H7NOS", "method": "ωB97M-V with the def2-TZVPD basis set", "lumo_ev": -0.5, "e_homo_ev": -8.8, "species": ["C", "C", "C", "C", "C", "H", "H", "H", "H", "H", "H", "H", "N", "O", "S"], "xyz": [[-1.05, -0.74, -0.55], [-0.04, -0.25, 0.56], [2.19, -0.20, -0.13], [1.67, 1.18, -0.35], [0.43, 1.17, 0.23], [-3.10, -1.41, 0.36], [-2.60, 0.88, 0.31], [-1.26, -1.89, -0.53], [-0.65, -0.43, -1.53], [-0.35, -0.25, 1.62], [2.56, 1.83, -0.67], [-0.36, 2.02, 0.62], [-2.39, -0.35, -0.25], [1.16, -1.01, 0.38], [3.80, -0.55, -0.08]]}

---

(4)
{"formula": "C5H7NOS2", "method": "ωB97M-V with the def2-TZVPD basis set", "lumo_ev": -0.4, "smiles": "CON1C(=S)C=C[C@@H]1S", "e_homo_ev": -8.5, "species": ["C", "O", "N", "C", "S", "C", "C", "C", "S", "H", "H", "H", "H", "H", "H", "H"], "xyz": [[0.60, -2.32, 0.11], [0.32, -1.33, 1.06], [0.22, -0.16, 0.36], [1.16, 0.75, 0.18], [2.76, 0.41, 0.42], [0.50, 1.80, -0.65], [-0.74, 1.44, -0.91], [-1.10, 0.26, -0.08], [-2.21, 0.88, 1.31], [1.29, -1.77, -0.55], [-0.35, -2.62, -0.35], [0.95, -3.15, 0.72], [1.21, 2.48, -1.05], [-1.48, 1.99, -1.42], [-1.67, -0.59, -0.50], [-1.46, 1.93, 1.35]]}

---

(5)
{"formula": "C5H7NOS2", "method": "ωB97M-V with the def2-TZVPD basis set", "lumo_ev": 0.0, "e_homo_ev": -9.1, "species": ["C", "C", "C", "C", "C", "N", "O", "S", "S", "H", "H", "H", "H", "H", "H", "H"], "xyz": [[0.09, 0.49, 0.70], [-1.12, -2.99, 1.75], [0.45, 1.09, -1.56], [0.69, 2.26, -0.57], [0.43, -0.15, -0.65], [0.26, 1.77, 0.73], [-0.33, -0.27, 1.62], [-0.91, -1.30, -0.87], [-1.59, -1.54, 1.16], [-1.68, -3.45, 2.58], [-0.14, -3.41, 1.53], [-0.49, 1.30, -1.91], [1.05, 1.05, -2.33], [1.69, 2.42, -0.60], [0.18, 3.20, -1.01], [1.41, -0.46, -0.56]]}

---

(6)
{"formula": "C5H7NS", "method": "ωB97M-V with the def2-TZVPD basis set", "lumo_ev": 0.3, "smiles": "S=CN1C=CCC1", "e_homo_ev": -8.3, "species": ["S", "C", "N", "C", "C", "C", "C", "H", "H", "H", "H", "H", "H", "H"], "xyz": [[-2.48, -0.21, -0.03], [-1.12, 0.69, 0.27], [0.10, 0.25, -0.17], [1.17, 1.14, -0.05], [2.38, 0.62, -0.13], [2.16, -0.95, 0.26], [0.52, -1.09, -0.15], [-1.35, 1.79, 0.50], [0.84, 2.17, -0.21], [3.26, 1.02, -0.26], [2.55, -1.05, 1.45], [2.66, -1.51, -0.51], [0.38, -1.69, -1.25], [0.08, -1.54, 0.70]]}

---

We obtain E_tot values of -722.86677 -722.69317 -722.69763 -1120.97449 -1120.96985 -647.54872 a.u. for the records listed above, in that order.
We obtain relative energy (zero: lowest compared OMol25 entry of this formula, charge and spin) values of 134.7 590.5 578.8 256.9 269.0 284.4 kJ/mol for the records listed above, in that order.